Version A
Here is the ion C6H13N with charge +1 from the OMol25 dataset. Energies are from wB97M-V/def2-TZVPD.

Structure (ORCA input):
```
! RIJCOSX wB97M-V def2-TZVPD def2/J DEFGRID3
* xyz 1 2
C 1.61102 -1.35899 -0.13273
N 0.77544 -0.15892 0.07066
C 0.36763 -0.02374 1.53109
C -1.15286 0.05155 1.44726
C -1.45770 0.66962 0.08598
C -0.36949 -0.00095 -0.78604
C 0.02999 0.89586 -1.98785
H 1.05834 -2.29622 -0.14799
H 2.08789 -1.20948 -1.10166
H 2.41464 -1.27627 0.59624
H 0.88668 0.83357 1.95927
H 0.72082 -0.86162 2.12907
H -1.56010 -0.95960 1.52071
H -1.59886 0.59895 2.27786
H -1.30530 1.74406 0.18800
H -2.45295 0.52916 -0.32345
H -0.75046 -0.94493 -1.18814
H 0.41518 1.80970 -1.52532
H 0.84644 0.47678 -2.57645
H -0.71194 1.19198 -2.72578
*
```

Summary:
**E_LUMO (spin up / spin down)**: -2.62 / -7.54 eV

Version B
Here is the ion C6H13N with charge +1 from the OMol25 dataset. Energies are from wB97M-V/def2-TZVPD.

Structure (ORCA input):
```
! RIJCOSX wB97M-V def2-TZVPD def2/J DEFGRID3
* xyz 1 2
C -1.60452 1.72007 1.41848
C -0.60326 1.01702 0.63225
C -0.64068 -0.51966 0.51277
C 0.61282 -1.09609 -0.17592
C 1.05569 -1.81203 -2.61486
C 0.61231 -1.08510 -1.60114
N 0.72532 1.32350 1.24676
H -2.66722 1.64533 1.07262
H -1.31688 2.75456 1.73236
H -1.77022 1.12840 2.37041
H -0.47398 1.41766 -0.35835
H -1.52268 -0.84981 -0.05795
H -0.76318 -1.06831 1.50518
H 1.48389 -0.55612 0.45174
H 0.84793 -2.20868 0.22942
H 1.00256 -1.48026 -3.66490
H 1.65526 -2.74483 -2.57308
H 0.22250 -0.11200 -1.92838
H 0.78921 1.14928 2.24472
H 0.84134 2.31505 1.21940
*
```

Summary:
**E_LUMO (spin up / spin down)**: -3.14 / -8.69 eV

Top of the stability list: version A, leading by 0.0872 hartree.

Version A
Here is the ion C15H31N6O3 with charge +1 from the OMol25 dataset. Energies are from wB97M-V/def2-TZVPD.

Structure (ORCA input):
```
! RIJCOSX wB97M-V def2-TZVPD def2/J DEFGRID3
* xyz 1 1
C 4.77254 -3.42201 -1.31531
N 3.43833 -3.15250 -0.76002
C 2.98497 -1.93021 -0.48455
O 3.68286 -0.93377 -0.62215
C 1.56024 -1.84513 0.05738
C 1.56141 -1.94750 1.59599
C 0.20831 -1.77791 2.28703
C -0.79185 -2.93092 2.01801
N -2.16525 -2.64545 2.47051
C -3.21811 -2.27761 1.75311
N -3.15640 -1.90674 0.51732
N -4.39189 -2.33311 2.29037
N 0.95701 -0.61615 -0.43412
C -0.14112 -0.40624 -1.15473
O -1.00261 -1.27777 -1.37931
C -0.29189 1.05946 -1.63318
C 0.44909 1.30818 -3.00304
C 1.99341 1.29026 -2.88874
C 2.53696 -0.02145 -3.45216
C 2.60063 2.47821 -3.65008
N -1.64558 1.58694 -1.74090
C -2.54611 1.47043 -0.77447
C -3.88004 2.07525 -1.02789
O -2.34071 0.88668 0.28742
H 4.93290 -2.87220 -2.27034
H 5.57977 -3.22859 -0.63731
H 4.83548 -4.49119 -1.54358
H 2.82024 -3.91293 -0.59109
H 0.96103 -2.62569 -0.40519
H 1.82946 -2.95653 1.89259
H 2.29742 -1.24437 1.97568
H 0.44067 -1.69334 3.37816
H -0.24565 -0.85605 1.93500
H -0.39750 -3.82456 2.51594
H -0.82955 -3.14057 0.91504
H -2.38592 -2.95927 3.39351
H -3.97998 -1.57177 0.04446
H -2.25742 -1.73341 0.05062
H -5.22904 -2.09644 1.78826
H -4.48455 -2.55834 3.24747
H 1.54188 0.19828 -0.35588
H 0.23014 1.66577 -0.92069
H 0.12620 0.57299 -3.76040
H 0.16218 2.28696 -3.37746
H 2.28165 1.41218 -1.83507
H 3.61405 -0.15747 -3.32985
H 2.04312 -0.92804 -2.99258
H 2.33539 -0.03884 -4.56627
H 2.22776 3.45399 -3.34787
H 3.67507 2.44251 -3.54514
H 2.40591 2.32642 -4.69283
H -1.95309 2.05116 -2.60461
H -3.80203 3.14707 -0.89745
H -4.59683 1.66327 -0.27499
H -4.23748 1.90139 -2.03879
*
```

Summary:
**SMILES**: CNC(=O)[C@@H](CCCNC(N)=[NH2+])NC(=O)[C@@H](CC(C)C)NC(C)=O
**E_LUMO**: -2.34 eV

Version B
Here is the ion C15H31N6O3 with charge +1 from the OMol25 dataset. Energies are from wB97M-V/def2-TZVPD.

Structure (ORCA input):
```
! RIJCOSX wB97M-V def2-TZVPD def2/J DEFGRID3
* xyz 1 1
C 1.13306 -4.75313 -0.27318
C -0.28114 -4.26529 0.06721
C -0.47603 -3.63716 1.47637
C -0.25839 -4.79468 2.49584
C 0.40661 -2.37729 1.76883
N 0.53009 -1.58045 0.53866
C -0.47122 -0.81083 0.09811
O -1.64339 -0.96495 0.39447
C -0.08879 0.39711 -0.77686
C -0.88359 0.49990 -2.10788
C -0.42961 1.63697 -3.08963
C -1.14033 2.96898 -2.85119
N -0.65624 3.97316 -3.84861
C 0.43775 4.71839 -3.76458
N 0.72107 5.50498 -4.79409
N 1.25610 4.74758 -2.73931
N -0.32003 1.57710 0.04859
C 0.50492 2.60853 0.20101
C 0.33859 3.36678 1.52016
O 1.27802 2.99625 -0.66015
C -0.05267 -1.50397 2.99191
O -0.19404 -0.30644 2.90017
N -0.07327 -2.15498 4.16120
C -0.46670 -1.53021 5.44287
H 1.50106 -5.46351 0.46271
H 1.80192 -3.89390 -0.28832
H 1.06689 -5.21963 -1.28372
H -0.96378 -5.11588 -0.02565
H -0.60104 -3.58089 -0.72592
H -1.51964 -3.29570 1.50123
H -0.75961 -5.71079 2.17845
H -0.69576 -4.56674 3.47312
H 0.79546 -5.05119 2.61742
H 1.41749 -2.69555 2.01967
H 1.44352 -1.30970 0.23939
H 0.96897 0.29875 -0.99960
H -1.95146 0.57449 -1.87137
H -0.74060 -0.46397 -2.59575
H 0.66628 1.79191 -3.05427
H -0.70021 1.29588 -4.09196
H -2.19209 2.83887 -2.91640
H -0.87541 3.37027 -1.89882
H -1.15763 4.02165 -4.71248
H 0.15955 5.52555 -5.63073
H 1.58519 5.97040 -4.72713
H 1.06154 4.09471 -1.94999
H 2.01040 5.36984 -2.69801
H -1.01720 1.44833 0.77609
H 0.86162 4.29399 1.44079
H 0.69025 2.75020 2.35245
H -0.71156 3.61555 1.65938
H 0.28221 -3.12132 4.19951
H 0.34248 -1.60205 6.15233
H -0.60038 -0.44625 5.34435
H -1.33923 -2.03968 5.85333
*
```

Summary:
**SMILES**: CC[C@@H](C)[C@@H](NC(=O)[C@@H](CCCNC(N)=[NH2+])NC(C)=O)C(=O)NC
**E_LUMO**: -2.36 eV

Top of the stability list: version A, leading by 0.0080 hartree.

Version A
Here is a cluster of 2 separate species, C6H16NO2 in total from the OMol25 dataset. Energies are from wB97M-V/def2-TZVPD.

Structure (ORCA input):
```
! RIJCOSX wB97M-V def2-TZVPD def2/J DEFGRID3
* xyz -1 1
C -1.46875 0.57198 0.40381
C -1.12537 1.99548 -0.02872
C 0.29461 2.45864 0.41879
O 1.17152 2.69340 -0.61262
C -0.61701 -0.43456 -0.37103
N -0.58974 -1.78247 0.20858
C 0.17384 -1.79688 1.44570
C 0.03676 -2.68174 -0.74092
H -2.51860 0.34494 0.21614
H -1.29667 0.46672 1.47636
H -1.87450 2.70487 0.35586
H -1.13572 2.05974 -1.12195
H 0.68196 1.68721 1.11827
H 0.16462 3.36590 1.02884
H -1.05208 -0.52694 -1.36873
H 0.40650 -0.05524 -0.51858
H 0.29393 -2.82515 1.77431
H 1.17115 -1.34666 1.32299
H -0.35671 -1.25010 2.22639
H 0.09055 -3.68402 -0.31388
H -0.55905 -2.72701 -1.65784
H 1.04794 -2.35552 -1.02319
H 3.13318 0.89577 -1.57106
H 1.72714 1.56534 -1.11796
O 2.20053 0.65629 -1.54957
*
```

Summary:
**E_LUMO**: 3.80 eV

Version B
Here is a cluster of 2 separate species, C6H16NO2 in total from the OMol25 dataset. Energies are from wB97M-V/def2-TZVPD.

Structure (ORCA input):
```
! RIJCOSX wB97M-V def2-TZVPD def2/J DEFGRID3
* xyz -1 1
C -0.59406 0.74408 1.87875
N 0.46592 0.35485 0.94159
C -0.05061 -0.29462 -0.25153
C 0.47511 0.44661 -1.49695
C -0.08565 -0.01569 -2.87978
O -1.26461 -0.86216 -2.80940
C 0.42316 -1.76238 -0.38218
C -0.94436 2.22657 1.80754
H -0.20777 0.54150 2.87682
H -1.46432 0.11575 1.73049
H 1.07420 -0.33677 1.52727
H -1.13431 -0.25198 -0.38208
H 1.55773 0.32322 -1.58578
H 0.35429 1.53593 -1.47541
H 0.64329 -0.55262 -3.48384
H -0.50156 0.84282 -3.37178
H 1.05331 -1.90050 -1.26170
H -0.41875 -2.44723 -0.56423
H -1.14092 -1.46485 -2.06624
H -0.67110 2.78049 0.89551
H -0.52031 2.78519 2.65733
H -2.01415 2.44085 1.91967
H 0.90122 -2.13669 0.53073
H 2.39617 -1.79298 2.82529
O 1.66807 -1.31938 2.41991
*
```

Summary:
**E_LUMO**: 3.60 eV

Top of the stability list: version A, leading by 0.0366 hartree.

Version A
Here is a structure of composition C3H9N2S from the OMol25 dataset. Energies are from wB97M-V/def2-TZVPD.

Structure (ORCA input):
```
! RIJCOSX wB97M-V def2-TZVPD def2/J DEFGRID3
* xyz 1 1
C 1.05484 -0.01247 0.86092
C 0.71001 1.45540 0.88941
C -1.22363 -0.14538 0.36958
N -2.36443 -0.73059 0.18311
N -0.15820 -0.71457 0.95946
S -0.93118 1.59184 -0.09924
H 1.48250 -0.10458 -0.12840
H 1.74401 -0.36864 1.57876
H 0.47334 1.65137 1.85663
H 1.44952 2.14981 0.55360
H -1.18810 -0.89699 -2.59290
H -2.60006 -1.56215 0.63161
H -3.11584 -0.13177 -0.03382
H -1.65389 -0.23661 -2.54351
H -0.15683 -1.52193 1.52853
*
```

Summary:
**E_LUMO**: -3.67 eV

Version B
Here is a cluster of 2 separate species, C3H9N2S in total from the OMol25 dataset. Energies are from wB97M-V/def2-TZVPD.

Structure (ORCA input):
```
! RIJCOSX wB97M-V def2-TZVPD def2/J DEFGRID3
* xyz 1 1
C -1.35581 0.32604 -0.10182
C 0.87286 -0.28349 -1.01877
C 0.07557 0.14959 0.20714
N -2.26214 -1.40018 0.27261
N 0.59974 1.48638 0.68459
S -2.18955 1.60742 -0.49568
H 0.60117 -1.30064 -1.29434
H 1.94147 -0.27799 -0.80517
H 0.67333 0.36029 -1.87609
H 0.18705 -0.58661 1.00881
H -1.79595 -2.03053 -0.37052
H -3.19880 -1.21148 -0.06387
H 1.62651 1.51427 0.68977
H 0.24707 1.69938 1.62638
H 0.22442 2.20608 0.04143
*
```

Summary:
**E_LUMO**: -4.66 eV

Top of the stability list: version A, leading by 0.0542 hartree.

Version A
Here is the ion C3H7NO3P with charge -1 from the OMol25 dataset. Energies are from wB97M-V/def2-TZVPD.

Structure (ORCA input):
```
! RIJCOSX wB97M-V def2-TZVPD def2/J DEFGRID3
* xyz -1 1
O 1.51372 0.04913 -1.49309
P 1.48376 -0.83968 -0.28835
O 2.50206 -1.87459 -0.13717
N 1.07756 0.13748 1.13875
C 0.04336 0.98775 0.57793
C -1.34684 0.35937 0.48166
C -1.08661 -0.59404 -0.75789
O -0.24016 -1.59439 -0.44896
H 2.00418 0.59065 1.25042
H 0.28898 1.34783 -0.37384
H -0.01360 1.81644 1.21143
H -1.61961 -0.31043 1.20909
H -2.04610 1.22049 0.42575
H -1.94511 -1.18393 -1.21265
H -0.61560 -0.11207 -1.58309
*
```

Summary:
**SMILES**: O=[P@@]1([O-])NCCCO1
**E_LUMO**: 4.09 eV

Version B
Here is the ion C3H7NO3P with charge -1 from the OMol25 dataset. Energies are from wB97M-V/def2-TZVPD.

Structure (ORCA input):
```
! RIJCOSX wB97M-V def2-TZVPD def2/J DEFGRID3
* xyz -1 1
C 0.37477 0.43675 0.50741
C 0.33102 -0.99649 -0.07672
C -0.71962 1.38179 0.00584
N -0.76071 -1.78935 0.50470
O -2.55903 -0.07615 -1.43000
O -4.03760 -0.46764 0.66324
O -1.96448 1.21419 0.60284
P -2.74660 -0.09772 0.04176
H 0.41927 0.29928 1.55297
H 1.44935 0.80255 0.29254
H 0.33226 -1.03491 -1.21444
H 1.36291 -1.43842 0.13427
H -0.22527 2.26938 0.36659
H -0.90923 1.28954 -1.06152
H -1.23903 -2.11052 -0.33457
*
```

Summary:
**E_LUMO (spin up / spin down)**: 4.02 / 4.02 eV

Top of the stability list: version A, leading by 0.0545 hartree.